Molecular formula: C4H8NS
Method: DFT, wB97M-V/def2-TZVPD

The relative energy (zero: lowest compared OMol25 entry of this formula, charge and spin) comes out at 400.0 kJ/mol.

Structure (ORCA input):
```
! RIJCOSX wB97M-V def2-TZVPD def2/J DEFGRID3
* xyz 1 1
C -0.26 -0.46 0.79
C -2.32 -0.81 -0.21
C 1.26 -0.74 0.70
C 0.68 1.03 -1.00
N 0.68 0.58 0.39
S -3.82 -0.31 -0.11
H -0.64 -0.36 1.80
H -1.93 -1.61 -0.81
H 1.66 -1.28 -0.14
H 1.80 -0.83 1.63
H 1.66 1.43 -1.27
H 0.44 0.20 -1.65
H -0.07 1.81 -1.13
H 0.88 1.34 1.03
*
```

Atomic partial charges in e from the natural (NBO) method, atoms 1 to 6:
1. C -0.15
2. C -0.24
3. C -0.24
4. C -0.41
5. N -0.38
6. S 0.38

Molecular formula: C2H8N3O
Method: DFT, wB97M-V/def2-TZVPD

The relative energy (zero: lowest compared OMol25 entry of this formula, charge and spin) comes out at 401.8 kJ/mol.

Structure (ORCA input):
```
! RIJCOSX wB97M-V def2-TZVPD def2/J DEFGRID3
* xyz 1 1
C -0.91 0.48 1.18
C 2.12 -1.17 -1.63
N -1.69 0.57 0.10
N 1.03 -0.45 -1.04
N -1.12 1.35 2.16
O -0.10 -0.84 -1.28
H 2.79 -0.51 -2.22
H 2.61 -1.79 -0.82
H 1.73 -1.94 -2.19
H -1.42 0.00 -0.67
H -2.30 1.33 0.11
H -1.95 1.96 1.95
H -0.67 1.25 3.13
H -0.12 -0.24 1.21
*
```

Atomic partial charges in e from the natural (NBO) method, atoms 1 to 6:
1. C 0.40
2. C -0.52
3. N -0.69
4. N 0.16
5. N -0.73
6. O -0.33

Molecular formula: C56H71N7S2Si2W
Method: DFT, wB97M-V/def2-TZVPD

The value obtained for the total energy is -4002.081294 Eh.

Structure (ORCA input):
```
! RIJCOSX wB97M-V def2-TZVPD def2/J DEFGRID3
* xyz 0 1
W -0.93 0.35 -0.68
C 5.76 0.59 0.16
C 5.45 -0.87 -0.20
C 4.06 -1.07 -0.74
C 3.69 -1.37 -2.06
C 4.59 -1.61 -3.24
C 5.06 -3.07 -3.34
C 2.29 -1.47 -2.09
C 1.39 -2.21 -2.94
C 0.11 -2.23 -2.48
C -0.12 -3.41 -1.54
C -0.32 -4.83 -1.99
C -1.77 -5.31 -1.85
C 0.13 -2.91 -0.33
C 0.37 -1.39 -0.50
C 0.91 1.29 -0.05
C 0.55 2.77 -0.29
N -0.85 2.46 0.03
C -1.00 2.89 1.26
C -1.35 1.92 2.28
C -0.37 0.97 2.31
N 0.68 0.78 1.37
C 1.61 -0.09 1.98
C 2.70 -0.66 1.40
C 2.88 -0.95 0.01
N 1.83 -1.20 -0.82
C 1.17 -0.36 3.33
C -0.03 0.20 3.52
C -0.81 0.17 4.80
C -1.90 -0.90 4.86
C 1.95 -1.17 4.33
C 3.04 -0.33 5.01
C -0.03 3.93 1.61
C 0.97 3.78 0.73
C 2.32 4.42 0.79
C 3.40 3.43 1.24
C -0.08 4.73 2.88
C 0.78 4.12 4.00
N -0.27 -1.09 -1.74
C 0.37 -3.66 0.95
C 1.83 -4.13 1.09
H 6.76 0.69 0.57
H 5.05 0.96 0.91
H 5.68 1.23 -0.72
H 5.59 -1.49 0.68
H 6.17 -1.21 -0.95
H 5.47 -0.96 -3.17
H 4.06 -1.33 -4.15
H 5.57 -3.37 -2.42
H 5.74 -3.21 -4.18
H 4.20 -3.74 -3.48
H 1.79 -2.99 -3.58
H 0.34 -5.50 -1.44
H -0.03 -4.90 -3.05
H -2.04 -5.39 -0.79
H -1.91 -6.29 -2.32
H -2.46 -4.60 -2.31
H 1.93 1.08 -0.31
H -1.92 2.13 3.18
H 3.47 -1.00 2.09
H -1.26 1.16 4.97
H -0.11 0.01 5.61
H -2.73 -0.66 4.19
H -2.30 -0.98 5.87
H -1.50 -1.88 4.57
H 2.41 -2.02 3.81
H 1.28 -1.58 5.08
H 3.73 0.10 4.27
H 3.62 -0.93 5.71
H 2.59 0.51 5.56
H 2.29 5.27 1.47
H 2.59 4.81 -0.20
H 3.17 3.03 2.23
H 4.38 3.91 1.28
H 3.47 2.58 0.56
H -1.12 4.80 3.21
H 0.26 5.75 2.67
H 0.50 3.08 4.18
H 0.64 4.68 4.93
H 1.84 4.15 3.74
H -0.27 -4.55 1.00
H 0.13 -3.02 1.80
H 2.09 -4.83 0.30
H 2.00 -4.62 2.05
H 2.52 -3.28 1.01
C 0.47 5.24 -1.88
Si 0.83 3.39 -2.08
C 2.65 3.09 -2.44
C -0.09 3.03 -3.69
C 0.46 3.88 -4.67
C -0.07 3.97 -5.95
C -1.20 3.22 -6.26
C -1.74 2.36 -5.31
C -1.19 2.22 -4.02
Si -1.92 0.77 -2.99
C -1.70 -0.63 -4.24
C -3.82 1.01 -3.19
H 1.38 5.85 -1.94
H 0.00 5.46 -0.91
H -0.21 5.58 -2.67
H 3.10 3.97 -2.93
H 2.76 2.24 -3.12
H 3.24 2.88 -1.54
H 1.32 4.50 -4.43
H 0.38 4.62 -6.68
H -1.65 3.29 -7.25
H -2.61 1.77 -5.58
H -2.30 -0.42 -5.13
H -2.04 -1.59 -3.82
H -0.66 -0.75 -4.56
H -4.14 0.56 -4.13
H -4.13 2.07 -3.21
H -4.38 0.51 -2.39
S -5.22 2.61 -0.12
C -3.60 2.20 -0.48
N -3.13 1.15 0.09
C -4.11 0.57 0.91
C -3.92 -0.52 1.75
C -4.98 -0.98 2.50
C -6.23 -0.34 2.45
C -6.42 0.77 1.67
C -5.34 1.23 0.91
H -3.02 2.82 -1.15
H -2.94 -0.98 1.78
H -4.84 -1.83 3.16
H -7.06 -0.72 3.04
H -7.37 1.29 1.64
S -3.43 -1.84 -1.09
C -3.78 -2.99 0.06
N -4.87 -3.79 0.09
C -4.80 -4.82 1.12
C -3.60 -4.34 1.97
N -3.04 -3.29 1.13
H -5.48 -3.83 -0.71
H -4.62 -5.81 0.69
H -5.72 -4.86 1.70
H -2.88 -5.14 2.15
H -3.92 -3.95 2.94
H -2.16 -2.84 1.30
*
```

Atomic partial charges in e from the Löwdin method, atoms 1 to 6:
1. W 1.30
2. C -0.09
3. C -0.19
4. C -0.14
5. C -0.14
6. C -0.20